Computed, not measured: the molecule C22H27FN6O3 in a non-equilibrium geometry, with ωB97M-V/def2-TZVPD.

Last columns: bonded neighbours and bond lengths (Å).
Element x y z (Å)
1 C 0.995 -2.676 -2.821  C2 1.523, H33 1.087, H34 1.087, H35 1.088
2 C 2.362 -2.462 -2.184  C1 1.523, C3 1.531, H36 1.091, H37 1.091
3 C 2.270 -1.663 -0.882  C2 1.531, C4 1.541, N11 1.460, H38 1.094
4 C 3.667 -1.426 -0.277  C3 1.541, O5 1.216, N6 1.339
5 O 4.648 -1.283 -0.981  C4 1.216
6 N 3.655 -1.381 1.062  C4 1.339, C7 1.466, H39 1.009
7 C 4.826 -1.184 1.922  N6 1.466, C8 1.527, C9 1.531, C10 1.530
8 C 4.330 -1.205 3.366  C7 1.527, H40 1.088, H41 1.088, H42 1.087
9 C 5.817 -2.325 1.680  C7 1.531, H43 1.086, H44 1.088, H45 1.086
10 C 5.477 0.162 1.601  C7 1.530, H46 1.086, H47 1.086, H48 1.086
11 N 1.614 -0.373 -1.074  C3 1.460, C12 1.449, C18 1.349
12 C 2.264 0.584 -1.947  N11 1.449, C13 1.497, H49 1.096, H50 1.095
13 C 2.590 1.874 -1.262  C12 1.497, C14 1.364, O17 1.349
14 C 2.580 3.160 -1.716  C13 1.364, C15 1.417, H51 1.070
15 C 3.008 3.966 -0.632  C14 1.417, C16 1.358, H52 1.070
16 C 3.240 3.110 0.397  C15 1.358, O17 1.345, H53 1.071
17 O 2.991 1.841 0.026  C13 1.349, C16 1.345
18 C 0.498 -0.121 -0.360  N11 1.349, O19 1.214, C20 1.539
19 O 0.065 -0.875 0.487  C18 1.214
20 C -0.240 1.186 -0.700  C18 1.539, N21 1.426, H54 1.091, H55 1.092
21 N -1.523 1.164 -0.078  C20 1.426, N22 1.309, N32 1.312
22 N -1.787 1.762 1.056  N21 1.309, N23 1.282
23 N -3.006 1.496 1.351  N22 1.282, C24 1.351
24 C -3.483 0.709 0.362  N23 1.351, C25 1.447, N32 1.331
25 C -4.832 0.186 0.316  C24 1.447, C26 1.393, C31 1.394
26 C -5.229 -0.640 -0.733  C25 1.393, C27 1.381, H56 1.079
27 C -6.516 -1.139 -0.773  C26 1.381, C28 1.384, H57 1.079
28 C -7.392 -0.803 0.244  C27 1.384, F29 1.350, C30 1.384
29 F -8.651 -1.288 0.207  C28 1.350
30 C -7.020 0.015 1.297  C28 1.384, C31 1.381, H58 1.079
31 C -5.731 0.510 1.330  C25 1.394, C30 1.381, H59 1.079
32 N -2.545 0.495 -0.557  N21 1.312, C24 1.331
33 H 0.552 -1.730 -3.122  C1 1.087
34 H 1.086 -3.307 -3.702  C1 1.087
35 H 0.320 -3.159 -2.119  C1 1.088
36 H 2.812 -3.427 -1.941  C2 1.091
37 H 3.034 -1.962 -2.883  C2 1.091
38 H 1.644 -2.211 -0.171  C3 1.094
39 H 2.764 -1.451 1.529  N6 1.009
40 H 3.861 -2.159 3.597  C8 1.088
41 H 3.607 -0.409 3.533  C8 1.088
42 H 5.163 -1.059 4.048  C8 1.087
43 H 6.690 -2.203 2.314  C9 1.086
44 H 5.353 -3.284 1.901  C9 1.088
45 H 6.134 -2.321 0.641  C9 1.086
46 H 4.768 0.969 1.765  C10 1.086
47 H 5.793 0.181 0.562  C10 1.086
48 H 6.345 0.320 2.236  C10 1.086
49 H 1.656 0.797 -2.835  C12 1.096
50 H 3.199 0.121 -2.278  C12 1.095
51 H 2.309 3.492 -2.697  C14 1.070
52 H 3.121 5.030 -0.626  C15 1.070
53 H 3.564 3.274 1.405  C16 1.071
54 H 0.300 2.048 -0.304  C20 1.091
55 H -0.369 1.280 -1.781  C20 1.092
56 H -4.518 -0.884 -1.507  C26 1.079
57 H -6.847 -1.781 -1.574  C27 1.079
58 H -7.734 0.251 2.070  C30 1.079
59 H -5.402 1.148 2.135  C31 1.079

Properties
relative energy (zero: lowest compared OMol25 entry of this formula, charge and spin): 0.4 kJ/mol
SMILES string: CC[C@@H](C(=O)NC(C)(C)C)N(Cc1ccco1)C(=O)Cn1nnc(-c2ccc(F)cc2)n1
orbital gap: 0.3433 Ha
electronic energy: -1508.66260 Eh